[1]
{"formula": "C2H9N2S", "method": "ωB97M-V/def2-TZVPD", "elements": ["S", "H", "H", "C", "N", "C", "N", "H", "H", "H", "H", "H", "H", "H"], "coordinates": [[1.036, -1.680, -1.398], [1.489, -0.781, -2.260], [2.098, -1.496, -0.613], [0.046, 2.291, -0.253], [-1.285, -0.478, 1.807], [-0.984, 0.724, 1.320], [-0.253, 0.959, 0.255], [1.143, 2.429, -0.288], [-0.423, 3.039, 0.427], [-0.353, 2.409, -1.272], [-0.978, -1.360, 1.332], [-1.865, -0.541, 2.609], [-1.376, 1.579, 1.872], [0.090, 0.142, -0.267]], "forces_ev_per_a": [[-0.2, -0.2, 0.2], [0.1, 0.3, -0.4], [0.2, -0.1, 0.1], [0.2, 0.6, 0.1], [1.1, -0.4, -1.8], [0.2, -0.2, -0.2], [-0.7, -0.7, 0.8], [-0.6, 0.0, 0.1], [0.5, -0.5, -0.6], [0.1, 0.0, 0.4], [-0.5, 1.3, 0.7], [-0.4, -0.2, 0.6], [0.1, -0.1, -0.1], [0.0, 0.2, 0.0]], "charge": 1, "e_homo_ev": -14.0, "e_lumo_ev": -3.32}

[2]
{"formula": "C2H9N2S", "method": "ωB97M-V/def2-TZVPD", "elements": ["C", "C", "N", "N", "S", "H", "H", "H", "H", "H", "H", "H", "H", "H"], "coordinates": [[0.632, 0.753, 1.273], [0.413, 0.128, -0.090], [0.760, -1.145, -0.223], [0.076, 0.972, -1.067], [0.744, -1.785, -1.892], [1.738, 0.856, 1.366], [-0.045, 0.212, 2.043], [0.305, 1.798, 1.050], [-1.603, -1.283, -0.744], [0.567, -1.749, 0.575], [1.934, -2.212, -2.059], [-0.357, 1.912, -0.786], [0.050, 0.578, -1.962], [-1.814, -1.051, -0.032]], "forces_ev_per_a": [[-1.6, 0.4, -0.8], [0.8, 1.5, 0.8], [0.3, -0.1, -2.2], [-0.3, 0.5, 2.9], [-2.8, 0.5, 1.1], [-0.9, -0.7, 0.7], [1.7, 1.1, -0.8], [0.0, -0.7, 1.2], [-0.8, 0.3, 1.2], [0.5, 0.0, -0.3], [2.2, -0.4, 0.4], [1.2, -2.1, -1.0], [-0.4, 0.0, -1.9], [0.0, -0.5, -1.2]], "charge": 1, "e_homo_ev": -14.7, "e_lumo_ev": -3.86}

[3]
{"formula": "C2H9N2S", "method": "ωB97M-V/def2-TZVPD", "elements": ["C", "C", "N", "N", "S", "H", "H", "H", "H", "H", "H", "H", "H", "H"], "coordinates": [[-2.705, 0.645, 0.078], [-0.959, 0.128, -0.130], [-0.738, -1.193, 0.067], [2.822, 0.072, 0.043], [0.150, 1.336, -0.408], [-2.717, 1.078, -0.995], [-2.801, 1.316, 0.899], [-3.323, -0.195, 0.100], [-1.400, -1.974, 0.039], [0.240, -1.450, -0.117], [3.107, 0.157, 1.065], [2.892, -0.939, -0.022], [3.663, 0.595, -0.359], [1.769, 0.424, -0.261]], "forces_ev_per_a": [[4.6, 1.0, -3.6], [-5.0, 0.9, 0.6], [2.2, -1.9, 0.3], [1.5, 0.7, 1.5], [-0.1, 0.5, -0.4], [-0.7, -0.1, 2.1], [-0.1, 0.5, 0.3], [-0.6, -1.6, 0.3], [0.2, 1.1, -0.2], [-1.1, -0.5, 0.1], [-1.5, 0.5, -1.0], [0.3, -0.2, -1.0], [-1.6, -1.1, -0.4], [2.0, 0.1, 1.2]], "charge": 1, "spin_multiplicity": 3, "e_homo_ev": [-9.4, -13.4], "e_lumo_ev": [-3.90, -7.30]}

[4]
{"formula": "C2H9N2S", "method": "ωB97M-V/def2-TZVPD", "elements": ["C", "C", "N", "N", "S", "H", "H", "H", "H", "H", "H", "H", "H", "H"], "coordinates": [[0.660, -0.582, -1.266], [0.273, -0.125, 0.789], [-0.893, -0.484, 1.438], [0.194, 1.490, 0.527], [-2.456, -0.385, 0.712], [0.186, -1.506, -1.346], [1.716, -0.550, -1.512], [0.185, 0.105, -1.877], [1.207, -0.417, 1.395], [-0.867, -1.342, 2.020], [-0.319, 1.584, -0.293], [1.008, 1.928, 0.263], [-0.173, 2.109, 1.240], [-2.263, -1.468, -0.042]], "forces_ev_per_a": [[0.5, 0.5, 3.9], [2.2, 0.2, -1.8], [3.9, -1.1, 1.6], [-0.7, -1.8, 2.0], [-5.0, 1.6, -1.8], [-0.3, -1.6, -0.1], [0.2, -0.3, 0.6], [-1.3, 1.7, -0.9], [-1.4, 0.8, -1.3], [0.6, 0.5, -0.4], [-1.9, 0.2, -1.6], [3.3, 0.6, -0.6], [-0.6, -0.3, 0.7], [0.5, -0.9, -0.2]], "charge": 1, "spin_multiplicity": 3, "e_homo_ev": [-9.3, -13.6], "e_lumo_ev": [-3.37, -7.20]}

Calculated values (kJ/mol) of ΔE to the lowest compared entry with this formula, charge and spin for the records, taken in order: 11.98; 226.08; 76.18; 347.28.
Calculated values (hartree/bohr) of max |F| for the records, taken in order: 0.0415; 0.0597; 0.1150; 0.1073.